Formula: C3H4N2O3
Source: OMol25
Level of theory: the ωB97M-V functional and the def2-TZVPD basis

```
12
Properties=species:S:1:pos:R:3:forces:R:3:lowdin_charge:R:1
O -2.829 -0.130 0.327 -1.60 -3.44 0.59 -0.22
O 2.319 -0.883 0.570 4.12 1.25 -3.33 -0.02
O 0.488 -1.089 -0.526 -0.63 -1.75 -1.35 0.06
N 1.496 -0.199 -0.393 3.21 -2.56 0.67 -0.20
N -1.737 -1.116 -0.208 0.16 2.45 0.92 0.08
C -0.630 -0.407 -0.383 -4.75 -0.38 0.56 -0.40
C 1.008 0.982 -0.031 0.48 5.20 2.97 -0.09
C -0.327 1.026 -0.302 -1.17 0.42 0.46 0.03
H 1.856 1.726 0.673 -2.95 -2.18 -2.99 0.23
H 3.219 -0.889 -0.065 -3.23 -0.40 3.01 0.21
H -1.212 1.757 -0.443 2.25 -1.01 0.82 0.15
H -3.651 -0.778 0.781 4.10 2.40 -2.32 0.18
```
Positions in Å, forces in eV/Å.

The calculation puts the energy relative to the best compared isomer or geometry (same formula, charge and spin) at 867.2 kJ/mol. As for the SMILES: O/N=c1\ccn(O)o1. Its molar mass is 116.076 Da. The charge is 0.

=====

Formula: C7H7NO8P
Source: OMol25
Level of theory: the ωB97M-V functional and the def2-TZVPD basis

```
24
Properties=species:S:1:pos:R:3:forces:R:3:lowdin_charge:R:1
P 0.326 -0.193 -1.518 0.49 0.05 -0.72 0.94
O 3.061 1.663 0.009 -0.05 0.15 -0.06 -0.07
O -2.503 -2.974 -0.576 0.01 -1.48 0.35 0.14
O -4.494 0.936 0.688 -0.02 0.43 -0.15 0.13
O 4.418 2.169 1.752 0.07 -0.01 -0.18 -0.07
O -3.754 -2.001 1.042 -2.42 -1.07 1.73 0.19
O -0.425 -3.378 -1.397 2.53 -3.42 -1.65 0.21
O 2.307 1.652 2.124 -0.07 -0.01 0.21 -0.01
O -2.414 0.539 0.333 0.64 -0.71 0.65 -0.02
N -3.743 0.848 -0.180 -1.03 -0.07 -0.01 0.04
C 3.344 1.842 1.201 0.67 0.19 -0.37 -0.83
C 0.171 1.563 -0.926 -0.21 -0.66 0.87 -0.29
C -1.099 -1.150 -0.820 2.15 1.22 -0.09 -0.22
C -2.119 -0.712 -0.094 -0.20 -1.58 -0.98 -0.23
C -2.936 -1.959 0.216 1.61 2.61 -1.22 -0.43
C -1.214 -2.651 -1.014 -2.73 4.86 1.70 -0.45
C 1.758 -0.840 -0.505 -1.41 -0.57 0.10 -0.27
H 1.816 -1.916 -0.720 0.18 0.23 -0.01 0.02
H -0.786 2.018 -1.200 0.21 -0.12 -0.14 0.02
H 0.283 1.564 0.167 -0.09 0.18 -0.23 0.04
H 2.677 -0.301 -0.720 -0.21 0.05 0.01 0.02
H 2.847 1.861 2.900 -0.50 -0.10 0.38 0.07
H 1.027 2.129 -1.301 -0.14 -0.25 -0.13 0.03
H 1.452 -0.710 0.541 0.52 0.08 -0.09 0.04
```
Positions in Å, forces in eV/Å.

Its molar mass is 264.106 Da. The charge is -1. Its total energy is -34530.0898 eV.

=====

Q: Which value of charge does entry 2 give?
A: -1